# 1
Entry from the OMol25 dataset: a single C5H11NO molecule (ωB97M-V/def2-TZVPD).

Calculated values
Frontier orbital gap   10.0 eV
HOMO level   -9.053 eV
Energy above the lowest of the compared OMol25 structures with the same formula, charge and spin   34.81 kcal/mol

```
! wB97M-V def2-TZVPD RIJCOSX def2/J DEFGRID3
* xyz 0 1
C 1.27923 1.54756 0.37695
C 0.32600 0.62106 -0.36900
C -1.14994 1.04493 -0.31109
N -1.58119 -0.33990 -0.02494
C -0.17311 -0.75883 0.20617
C 0.15073 -2.09421 -0.45182
O 0.13120 -0.95778 1.56268
H 2.32313 1.22189 0.37448
H 1.23191 2.53742 -0.09709
H 0.97404 1.70383 1.42010
H 0.66433 0.49280 -1.40447
H -1.36370 1.69350 0.54948
H -1.57619 1.51565 -1.20182
H -1.92662 -0.77513 -0.87589
H 1.22463 -2.29500 -0.47833
H -0.25567 -2.16742 -1.46671
H -0.32107 -2.87067 0.16201
H 0.04229 -0.11970 2.02927
*
```

***

# 2
Entry from the OMol25 dataset: a single C5H11NO molecule (ωB97M-V/def2-TZVPD).

Calculated values
Frontier orbital gap   10.4 eV
HOMO level   -9.432 eV
Energy above the lowest of the compared OMol25 structures with the same formula, charge and spin   45.05 kcal/mol

```
! wB97M-V def2-TZVPD RIJCOSX def2/J DEFGRID3
* xyz 0 1
C -1.92158 0.40441 1.19220
C -0.71678 0.38478 0.16011
N -0.98085 0.70461 -1.25561
C 0.08416 -0.94565 0.14752
C 1.38531 -0.93507 -0.73458
C 2.51488 -0.10282 -0.13499
O 2.39697 0.41763 0.98877
H -2.65522 -0.32977 0.77603
H -1.54757 0.19434 2.20897
H -2.39761 1.43027 1.30078
H -0.09127 1.16098 0.54638
H -1.80757 1.40174 -1.28942
H -0.16428 1.24766 -1.53350
H -0.65541 -1.65968 -0.23546
H 0.43358 -1.17721 1.26607
H 1.18606 -0.41379 -1.66383
H 1.67701 -1.99687 -0.83643
H 3.26017 0.21443 -0.90299
*
```

***

# 3
Entry from the OMol25 dataset: a single C5H11NO molecule (ωB97M-V/def2-TZVPD).

Calculated values
Frontier orbital gap   10.1 eV
HOMO level   -9.240 eV
Energy above the lowest of the compared OMol25 structures with the same formula, charge and spin   38.37 kcal/mol

```
! wB97M-V def2-TZVPD RIJCOSX def2/J DEFGRID3
* xyz 0 1
O 1.61895 -1.99671 1.54029
C 0.63884 -0.96084 1.63956
C 0.53757 -0.17056 0.34314
C -0.25249 -0.75734 -0.82968
C -0.81970 0.42479 -1.65984
C -1.03808 1.44756 -0.50690
N -0.14870 1.17887 0.63740
H 2.40212 -1.49436 1.28567
H -0.28612 -1.43720 1.94145
H 0.87296 -0.17204 2.36635
H 1.52948 0.13479 -0.02482
H 0.33440 -1.46287 -1.42489
H -1.13744 -1.16815 -0.34968
H -1.78703 0.14546 -2.05554
H -0.10287 0.77480 -2.42898
H -2.07374 1.21496 -0.26941
H -0.94785 2.51912 -0.73711
H 0.65968 1.77970 0.53298
*
```

***

# 4
Entry from the OMol25 dataset: a single C5H11NO molecule (ωB97M-V/def2-TZVPD).

Calculated values
Frontier orbital gap   8.7 eV
HOMO level   -7.800 eV
Energy above the lowest of the compared OMol25 structures with the same formula, charge and spin   32.72 kcal/mol

```
! wB97M-V def2-TZVPD RIJCOSX def2/J DEFGRID3
* xyz 0 1
C -1.40516 0.61834 -0.97283
C -0.43081 -0.33552 -0.32829
C -0.87458 -1.77439 -0.42289
C 0.75062 0.03651 0.23713
N 1.64609 -0.88571 0.76644
C 1.08674 1.49152 0.46048
O 0.18632 1.99989 1.51961
H -2.39792 0.49696 -0.52792
H -1.13496 1.67072 -0.87414
H -1.48054 0.40475 -2.04479
H -0.35130 -2.43319 0.27495
H -0.72701 -2.15779 -1.43744
H -1.93940 -1.85573 -0.17875
H 1.66098 -1.76887 0.26389
H 2.58885 -0.51912 0.87758
H 2.12125 1.63100 0.78805
H 0.91567 2.11360 -0.41977
H -0.21485 1.26704 2.01870
*
```

***

# 5
Entry from the OMol25 dataset: a single C5H11NO molecule (ωB97M-V/def2-TZVPD).

Calculated values
Frontier orbital gap   9.5 eV
HOMO level   -8.469 eV
Energy above the lowest of the compared OMol25 structures with the same formula, charge and spin   54.08 kcal/mol

```
! wB97M-V def2-TZVPD RIJCOSX def2/J DEFGRID3
* xyz 0 1
C 0.08749 0.68100 -2.33866
C -0.56382 -0.39155 -1.46896
C 0.43192 -1.15134 -0.58810
N 1.24455 -0.28500 0.26749
C 0.93264 0.31242 1.42118
O -0.32854 -0.02398 1.74994
C -0.75682 0.56268 2.97359
H -0.64858 1.15577 -2.99567
H 0.53738 1.46533 -1.72044
H 0.87542 0.25720 -2.97443
H -1.32807 0.06029 -0.82688
H -1.07482 -1.12629 -2.10527
H -0.09866 -1.86673 0.04681
H 1.12778 -1.71685 -1.21942
H 2.16994 -0.06126 -0.06272
H -1.81019 0.83418 2.86721
H -0.15208 1.44830 3.18071
H -0.64556 -0.15416 3.79361
*
```

***

# 6
Entry from the OMol25 dataset: 2 unconnected molecules or ions with the total composition C5H11NO (ωB97M-V/def2-TZVPD).

Calculated values
Frontier orbital gap   7.9 eV
HOMO level   -7.426 eV
Energy above the lowest of the compared OMol25 structures with the same formula, charge and spin   139.61 kcal/mol

```
! wB97M-V def2-TZVPD RIJCOSX def2/J DEFGRID3
* xyz 0 1
C 1.65347 -2.14706 1.39399
C 1.65681 -0.81124 1.53924
C 0.86550 0.23167 0.79673
C 1.10846 0.18977 -0.62301
C 0.23062 0.15851 -1.67090
N -0.81464 1.08306 -2.16006
H 2.16579 -2.74305 2.18547
H 1.89356 -2.55645 0.31655
H 2.31599 -0.39545 2.28906
H -0.18133 0.14343 0.98488
H 1.16861 1.21001 1.32639
H 2.09379 0.57976 -0.98638
H 0.47455 -0.61654 -2.56803
H -1.01637 1.73786 -1.46236
H -1.67107 0.44030 -2.31063
O -3.78446 1.57079 0.22184
H -3.95550 1.02378 1.08766
H -4.20377 0.90083 -0.36042
*
```

***

# 7
Entry from the OMol25 dataset: a single C5H11NO molecule (ωB97M-V/def2-TZVPD).

Calculated values
Frontier orbital gap   10.1 eV
HOMO level   -9.222 eV
Energy above the lowest of the compared OMol25 structures with the same formula, charge and spin   42.31 kcal/mol

```
! wB97M-V def2-TZVPD RIJCOSX def2/J DEFGRID3
* xyz 0 1
C 1.92649 1.06094 1.06372
N 0.93599 1.06941 -0.00483
C -0.08800 0.03989 0.20586
C 0.31494 -1.32251 -0.30454
C -1.40914 0.51732 -0.42221
C -2.37068 -0.63598 -0.76885
O -3.34604 -0.89959 -0.13261
H 1.44975 1.38128 2.00175
H 2.69077 1.83215 0.91332
H 2.44135 0.13379 1.34354
H 1.47331 0.91781 -0.85559
H -0.36233 0.02877 1.26827
H 0.23629 -1.33392 -1.40105
H 1.39022 -1.53877 -0.18744
H -0.17665 -2.15541 0.21048
H -1.96403 1.20485 0.21310
H -1.08655 0.82981 -1.43470
H -2.05569 -1.12986 -1.70822
*
```

***

# 8
Entry from the OMol25 dataset: a single C5H11NO molecule (ωB97M-V/def2-TZVPD).

Calculated values
Frontier orbital gap   10.1 eV
HOMO level   -9.160 eV
Energy above the lowest of the compared OMol25 structures with the same formula, charge and spin   35.22 kcal/mol

```
! wB97M-V def2-TZVPD RIJCOSX def2/J DEFGRID3
* xyz 0 1
C 1.82929 -1.11127 -0.57035
C 1.00489 0.14509 -0.34314
C -0.23310 -0.09607 0.54387
C 0.14476 0.09351 2.02193
O 0.98583 -0.54409 2.58311
N -1.40576 0.72478 0.30630
C -2.03472 0.58171 -1.00980
H 2.87836 -0.92128 -0.79470
H 1.44200 -1.73394 -1.37615
H 1.87111 -1.71830 0.33049
H 0.64427 0.52605 -1.29459
H 1.57461 0.97181 0.09046
H -0.54174 -1.14518 0.54060
H -0.44193 0.88937 2.52593
H -1.17466 1.70090 0.45863
H -2.68838 -0.28571 -0.97994
H -1.29271 0.41958 -1.79802
H -2.56212 1.50306 -1.23463
*
```

***

# 9
Entry from the OMol25 dataset: 2 unconnected molecules or ions with the total composition C5H11NO (ωB97M-V/def2-TZVPD).

Calculated values
Frontier orbital gap   9.3 eV
HOMO level   -8.406 eV
Energy above the lowest of the compared OMol25 structures with the same formula, charge and spin   57.61 kcal/mol

```
! wB97M-V def2-TZVPD RIJCOSX def2/J DEFGRID3
* xyz 0 1
C 0.30557 1.61777 -1.90059
C -0.36794 1.54656 -0.76250
C -1.50725 0.58031 -0.54534
N -1.18186 -0.39829 0.50335
C -0.35153 -1.44283 0.12374
C 0.27601 -2.26264 0.96980
H 1.34458 1.92238 -1.93441
H -0.19070 1.24255 -2.78586
H 0.03751 1.98149 0.14307
H -2.48580 1.01347 -0.33236
H -1.59406 -0.01058 -1.45814
H -0.76741 0.09003 1.28758
H -0.25048 -1.59944 -0.94800
H -0.01246 -2.21891 2.01841
H 1.05811 -2.97946 0.75627
O 1.74151 0.62470 1.43551
H 1.58662 -0.31991 1.25393
H 2.35957 0.61279 2.17555
*
```

***

# 10
Entry from the OMol25 dataset: 2 unconnected molecules or ions with the total composition C5H11NO (ωB97M-V/def2-TZVPD).

Calculated values
Frontier orbital gap   8.6 eV
HOMO level   -7.955 eV
Energy above the lowest of the compared OMol25 structures with the same formula, charge and spin   79.64 kcal/mol

```
! wB97M-V def2-TZVPD RIJCOSX def2/J DEFGRID3
* xyz 0 1
C -1.04215 0.92096 1.25678
C -1.34244 1.01199 -0.04868
C -1.66508 -0.24666 -0.94246
C -0.72211 -1.49252 -0.63011
C 0.63000 -1.22139 -0.82936
N 1.68952 -2.06023 -0.50871
H -1.10843 1.79459 2.00762
H -0.75184 0.02008 1.83762
H -1.62457 2.04291 -0.39481
H -1.59007 -0.04655 -2.01262
H -2.57250 -0.71835 -0.58950
H -0.94860 -2.61647 -0.28790
H 0.89289 -0.15629 -1.04780
H 2.56492 -1.60402 -0.26173
H 1.39833 -2.71520 0.24760
O 1.90180 2.61913 0.94875
H 2.47779 1.98059 1.25663
H 1.81254 2.48743 -0.00129
*
```

***

# 11
Entry from the OMol25 dataset: 2 unconnected molecules or ions with the total composition C5H11NO (ωB97M-V/def2-TZVPD).

Calculated values
Frontier orbital gap   9.8 eV
HOMO level   -9.026 eV
Energy above the lowest of the compared OMol25 structures with the same formula, charge and spin   53.58 kcal/mol

```
! wB97M-V def2-TZVPD RIJCOSX def2/J DEFGRID3
* xyz 0 1
C 2.46315 -0.29128 -0.82726
C 2.19826 0.81945 -0.13190
C 0.83388 1.09389 0.32197
C -0.24826 0.79856 -0.43006
C -1.66690 0.73447 0.06079
N -2.26078 -0.58097 0.37515
H 3.44076 -0.51350 -1.24366
H 1.71124 -1.01367 -1.12554
H 3.00550 1.51203 0.04789
H 0.64695 1.49138 1.31949
H 0.03748 0.54376 -1.45055
H -1.72029 1.38160 0.94916
H -2.37293 1.21162 -0.61938
H -3.13579 -0.71467 -0.10067
H -2.36424 -0.69955 1.37241
O 0.10173 -2.22386 0.46138
H -0.78053 -2.16019 0.06763
H 0.11077 -1.38908 0.95315
*
```

***

# 12
Entry from the OMol25 dataset: 2 unconnected molecules or ions with the total composition C5H11NO (ωB97M-V/def2-TZVPD).

Calculated values
Frontier orbital gap   8.7 eV
HOMO level   -8.679 eV
Energy above the lowest of the compared OMol25 structures with the same formula, charge and spin   79.23 kcal/mol

```
! wB97M-V def2-TZVPD RIJCOSX def2/J DEFGRID3
* xyz 0 1
C 2.37568 0.12922 -0.67430
N 1.52520 1.05759 -0.45794
C 0.17850 0.66784 -0.15903
C -0.42158 -0.52251 -0.32514
C -1.91216 -0.68842 -0.60319
C -2.44393 -1.92286 0.16944
H 2.25900 -0.86322 -0.20685
H 3.09886 0.31283 -1.46983
H -0.47562 1.49449 0.08471
H 0.01161 -1.48702 -0.03677
H -2.40626 0.27864 -0.55706
H -1.99303 -0.86988 -1.69325
H -1.65597 -2.66902 0.26053
H -3.41494 -2.34332 -0.06927
H -2.56244 -1.50247 1.17703
O 2.83507 3.33734 1.47976
H 2.44080 2.73459 0.81711
H 2.56123 2.85618 2.26404
*
```

***

Looking at lowest unoccupied orbital energy for the records above, in order, we have 1.0, 1.0, 0.9, 0.9, 1.1, 0.4, 0.9, 0.9, 0.9, 0.7, 0.7, 0.0 eV.